Density functional theory data (ωB97M-V with the def2-TZVPD basis set) for C19H31BN9O2PdS2 as an isolated structure.

Last column: Löwdin spin population.
CARTESIAN COORDINATES (ANGSTROEM)
1 Pd -0.3102 1.1702 0.3394  1.458
2 B -1.6598 4.6400 0.0253  0.239
3 N -0.2059 4.4628 0.0220  0.141
4 C 0.6491 5.5402 -0.1198  0.032
5 C 1.9202 5.0761 -0.0979  0.027
6 C 1.7777 3.6789 0.0627  0.105
7 N 0.5051 3.3170 0.1341  0.071
8 N -2.5642 3.4665 0.1912  0.071
9 C -3.9080 3.6298 0.3237  0.043
10 C -4.4942 2.4008 0.4618  0.014
11 C -3.4273 1.5062 0.4007  0.075
12 N -2.2591 2.1468 0.2311  0.069
13 H -1.9974 5.3256 -0.9699  0.167
14 H -1.9676 5.5455 0.8279  0.154
15 H 0.2640 6.5438 -0.2201  0.000
16 H 2.8328 5.6415 -0.1837  0.001
17 H 2.5654 2.9467 0.1252  0.005
18 H -4.3485 4.6156 0.3181  0.001
19 H -5.5402 2.1757 0.5861  0.000
20 H -3.4575 0.4324 0.4867  0.013
21 C 3.8183 0.0207 -1.9153  0.002
22 N 3.4434 0.2300 -0.5052  0.002
23 C 4.3629 0.2263 0.5025  0.000
24 C 4.0166 0.4478 1.7884  0.003
25 C 2.6463 0.7050 2.0698  0.010
26 N 1.7578 0.6945 1.0704  0.072
27 C 2.1386 0.4528 -0.1946  0.010
28 O 1.2389 0.4678 -1.0777  0.131
29 N 2.2190 0.9494 3.3056  -0.001
30 H 4.9005 -0.0008 -1.9883  0.000
31 H 3.4270 0.8330 -2.5214  0.000
32 H 3.4077 -0.9194 -2.2745  0.000
33 H 5.3885 0.0447 0.2098  0.000
34 H 4.7608 0.4404 2.5713  0.001
35 H 2.8703 1.0582 4.0662  0.000
36 H 1.2603 1.2097 3.4653  0.000
37 O 0.7174 -2.2049 0.9751  0.323
38 S 0.8920 -3.3046 2.0476  0.076
39 C -0.3459 -2.9983 3.3581  0.014
40 C -1.2565 -4.2277 3.4076  0.002
41 C -1.3624 -4.7471 1.9744  0.004
42 C 0.0784 -4.8227 1.4840  0.008
43 H -0.8665 -2.1001 3.0261  0.000
44 H 0.1817 -2.7990 4.2886  0.000
45 H -2.2271 -3.9672 3.8270  0.001
46 H -0.8186 -4.9919 4.0507  0.000
47 H -1.9467 -4.0602 1.3585  0.001
48 H -1.8390 -5.7254 1.9316  0.001
49 H 0.2300 -4.9027 0.4082  0.000
50 H 0.6219 -5.6361 1.9720  0.001
51 S -1.3332 -1.2148 0.2044  0.541
52 C -1.2637 -1.4380 -1.5388  0.056
53 N -0.7442 -2.5426 -2.0238  0.016
54 C -0.7023 -2.8725 -3.4637  0.002
55 C -0.8001 -1.5965 -4.2825  0.001
56 C -1.9505 -0.7396 -3.7846  0.004
57 N -1.7962 -0.5292 -2.3320  0.028
58 H -0.3334 -3.1862 -1.3658  0.000
59 H -1.5207 -3.5560 -3.6890  0.001
60 H 0.2328 -3.3905 -3.6608  0.000
61 H -0.9568 -1.8487 -5.3284  0.000
62 H 0.1327 -1.0352 -4.2083  0.000
63 H -2.9117 -1.2177 -3.9744  0.001
64 H -1.9526 0.2343 -4.2665  0.001
65 H -2.1904 0.2985 -1.9126  0.003

Output
net charge: +3
gap between HOMO and LUMO (spin up / spin down): 9.708 / 6.410 eV
spin multiplicity: 5
HOMO energy (spin up / spin down): -0.6344 / -0.6419 Eh

Density functional theory data (ωB97M-V with the def2-TZVPD basis set) for C19H31BeClO5S4SbSi as an isolated structure.

Last column: Löwdin spin population.
CARTESIAN COORDINATES (ANGSTROEM)
1 Be 0.2340 0.9883 0.9567  0.006
2 Cl 3.9464 -0.9931 6.3851  -0.009
3 C 2.7483 -0.6815 5.1182  0.004
4 C 1.4097 -0.9351 5.3890  0.153
5 C 0.4647 -0.6732 4.3825  0.032
6 C 0.8273 -0.1383 3.1523  0.073
7 O -0.0776 0.1083 2.2252  0.049
8 C 2.2257 0.1354 2.8965  0.033
9 C 2.6034 0.7302 1.6860  0.300
10 O 1.7711 1.2060 0.7853  0.189
11 C 3.1756 -0.1902 3.9049  0.134
12 H 1.1090 -1.3317 6.3503  0.012
13 H -0.5853 -0.8809 4.5608  -0.002
14 H 3.6648 0.8433 1.4570  0.018
15 H 4.2307 -0.0312 3.7143  0.007
16 S -3.9650 0.6239 -1.5688  0.000
17 Sb -2.4068 0.2031 0.0718  0.000
18 S -0.2662 -0.7727 -1.2180  0.001
19 S -1.2822 2.2804 0.4448  0.000
20 C 2.2878 -2.7161 -6.0069  0.000
21 C 2.0164 -1.9019 -4.7485  0.000
22 C 3.1684 -0.9229 -4.5126  0.000
23 C 1.8497 -2.8190 -3.5446  0.000
24 O 0.7778 -1.2236 -4.9918  0.000
25 Si 0.1438 0.2115 -4.4728  0.000
26 S 0.5203 0.6997 -2.4377  0.000
27 O 0.9737 1.4872 -5.1026  0.000
28 C 0.8572 2.2463 -6.3044  0.000
29 C 0.8795 1.3040 -7.5093  0.000
30 C 2.0643 3.1728 -6.3219  0.000
31 C -0.4346 3.0620 -6.2766  0.000
32 O -1.3456 0.2220 -5.1210  0.000
33 C -2.3919 -0.7619 -5.1976  0.000
34 C -2.3636 -1.6910 -3.9868  0.000
35 C -2.1801 -1.5515 -6.4910  0.000
36 C -3.7037 0.0065 -5.2403  0.000
37 H 3.2209 -3.2793 -5.9058  0.000
38 H 2.3653 -2.0497 -6.8715  0.000
39 H 1.4683 -3.4194 -6.1822  0.000
40 H 4.1164 -1.4642 -4.4470  0.000
41 H 3.0073 -0.3669 -3.5873  0.000
42 H 3.2205 -0.2007 -5.3333  0.000
43 H 2.7879 -3.3420 -3.3333  0.000
44 H 1.0658 -3.5588 -3.7361  0.000
45 H 1.5630 -2.2367 -2.6662  0.000
46 H 1.8123 0.7328 -7.5138  0.000
47 H 0.7962 1.8642 -8.4451  0.000
48 H 0.0453 0.5996 -7.4337  0.000
49 H 2.9848 2.5832 -6.3244  0.000
50 H 2.0545 3.7884 -5.4204  0.000
51 H 2.0494 3.8203 -7.2030  0.000
52 H -1.2889 2.3905 -6.1845  0.000
53 H -0.5355 3.6637 -7.1841  0.000
54 H -0.4309 3.7175 -5.4026  0.000
55 H -1.3929 -2.1902 -3.9007  0.000
56 H -3.1528 -2.4439 -4.0822  0.000
57 H -2.5505 -1.1164 -3.0732  0.000
58 H -1.1900 -2.0159 -6.4750  0.000
59 H -2.2438 -0.8826 -7.3566  0.000
60 H -2.9427 -2.3319 -6.5894  0.000
61 H -3.8798 0.4836 -4.2740  0.000
62 H -4.5333 -0.6783 -5.4487  0.000
63 H -3.6629 0.7755 -6.0192  0.000

Output
net charge: -2
gap between HOMO and LUMO (spin up / spin down): 4.308 / 5.570 eV
spin multiplicity: 2
HOMO energy (spin up / spin down): -0.0092 / -0.0556 Eh

Density functional theory data (ωB97M-V with the def2-TZVPD basis set) for C19H31I2NO6S as an isolated structure at a distorted geometry.

Last column: Löwdin charge in e.
CARTESIAN COORDINATES (ANGSTROEM)
1 C 2.0390 2.2492 -3.0779  0.035
2 C 2.3630 0.9632 -2.6999  -0.106
3 C 1.3370 -0.0793 -2.3315  -0.360
4 C 0.9528 -0.7718 -3.6531  -0.111
5 C 0.7422 -0.1394 -4.8180  0.049
6 C 0.0292 0.6707 -1.9071  -0.072
7 C -0.9234 -0.1774 -1.0933  -0.404
8 O -2.1119 0.5570 -0.9137  0.027
9 O -0.4534 -0.4708 0.2235  -0.128
10 S 1.1469 -0.4966 0.3753  0.601
11 O 1.4478 -1.4414 1.4082  -0.317
12 O 1.5587 0.8411 0.6764  -0.308
13 C 1.8461 -1.0881 -1.2400  -0.460
14 N 1.2899 -2.4296 -1.3905  0.075
15 C 3.3826 -1.2236 -1.1360  -0.682
16 I 4.4406 -0.4683 0.5567  0.959
17 C 4.0984 -1.8331 -2.0963  -0.800
18 C 3.5237 -2.4447 -3.3472  -0.163
19 I 6.2036 -2.0598 -2.0191  0.847
20 H 1.6613 2.9295 -2.3179  0.072
21 H 2.1169 2.6085 -4.0987  0.062
22 H 3.4202 0.7011 -2.7142  0.111
23 H 0.8742 -1.8531 -3.6783  0.103
24 H -0.0420 -0.4319 -5.5037  0.070
25 H 1.3260 0.7250 -5.0992  0.054
26 H 0.2570 1.5433 -1.3020  0.124
27 H -0.5221 0.9670 -2.7868  0.131
28 H -1.2166 -1.0990 -1.6038  0.152
29 H -2.8234 0.0536 -1.3120  0.108
30 H 1.2943 -2.9029 -0.4909  0.101
31 H 0.3178 -2.3895 -1.6732  0.077
32 H 4.2961 -3.0230 -3.8466  0.036
33 H 3.2679 -1.6433 -4.0379  0.076
34 H 2.7020 -3.1196 -3.1520  0.069
35 C -5.2193 2.8284 1.0083  -0.169
36 C -3.7453 2.9459 0.6335  -0.172
37 C -3.8288 3.4978 -0.7810  -0.208
38 O -5.0175 4.2919 -0.8395  -0.142
39 C -5.8107 4.0542 0.3262  -0.208
40 H -5.4010 2.8113 2.0818  0.111
41 H -5.6423 1.9174 0.5767  0.111
42 H -3.2518 3.6669 1.2896  0.117
43 H -3.2002 2.0080 0.6894  0.091
44 H -3.9189 2.6909 -1.5171  0.107
45 H -2.9689 4.1131 -1.0478  0.118
46 H -5.7454 4.9367 0.9719  0.116
47 H -6.8523 3.9168 0.0331  0.114
48 C 0.6568 -1.3723 4.4872  -0.170
49 C 1.8571 -2.1564 5.0022  -0.167
50 C 1.4001 -2.5380 6.4042  -0.210
51 O -0.0225 -2.6709 6.3474  -0.145
52 C -0.5018 -2.1372 5.1085  -0.203
53 H 0.5999 -1.3214 3.4042  0.074
54 H 0.6838 -0.3512 4.8768  0.119
55 H 2.0026 -3.0536 4.3956  0.115
56 H 2.7873 -1.5901 4.9987  0.112
57 H 1.6425 -1.7519 7.1282  0.115
58 H 1.8364 -3.4752 6.7527  0.114
59 H -0.8091 -2.9752 4.4721  0.116
60 H -1.3733 -1.5091 5.2978  0.114

Output
gap between HOMO and LUMO: 8.010 eV
HOMO energy: -0.3070 Eh

Density functional theory data (ωB97M-V with the def2-TZVPD basis set) for a 2-piece molecular cluster, C19H31N2O3 overall at a distorted geometry.

Last column: Löwdin charge in e.
CARTESIAN COORDINATES (ANGSTROEM)
1 C 4.8306 0.0369 1.5760  -0.174
2 C 3.7503 -0.7231 2.3276  -0.092
3 N 2.4793 0.0190 2.3270  -0.056
4 C 1.3158 -0.6182 2.1378  0.011
5 C 0.0669 0.0239 2.1192  -0.042
6 C -1.1085 -0.5792 1.6731  0.030
7 C -2.3364 0.1734 1.4777  -0.222
8 C -3.2552 -0.1636 0.4412  -0.034
9 C -4.4132 0.5765 0.2376  -0.055
10 C -4.6984 1.6801 1.0518  -0.044
11 C -3.8224 2.0156 2.0935  -0.055
12 C -2.6589 1.2774 2.3108  -0.018
13 C 2.4958 1.4584 2.5121  -0.118
14 C 3.9208 1.9026 2.7733  -0.162
15 O 4.7794 1.4455 1.7221  -0.118
16 H 5.8306 -0.2634 1.9330  0.137
17 H 4.7674 -0.1745 0.4970  0.134
18 H 3.5815 -1.6793 1.8260  0.135
19 H 4.0979 -0.8891 3.3584  0.141
20 H 1.3806 -1.6970 1.9603  0.156
21 H 0.0084 1.0687 2.4371  0.101
22 H -1.0499 -1.5983 1.2794  0.119
23 H -3.0171 -1.0155 -0.2035  0.122
24 H -5.0852 0.3074 -0.5817  0.118
25 H -5.5953 2.2691 0.8814  0.115
26 H -4.0301 2.8807 2.7271  0.115
27 H -1.9835 1.5260 3.1280  0.113
28 H 2.1369 1.9614 1.5993  0.153
29 H 1.8416 1.7552 3.3389  0.139
30 H 3.9863 2.9966 2.7123  0.143
31 H 4.2568 1.5302 3.7629  0.139
32 C -3.1165 -6.5696 1.2715  -0.101
33 O -3.0805 -5.4363 2.1286  -0.185
34 C -2.6904 -4.2569 1.4557  -0.232
35 C -3.1108 -3.0858 2.3274  -0.219
36 N -2.1385 -2.9143 3.3581  -0.066
37 C -2.6054 -2.3200 4.5794  -0.201
38 C -1.9560 -2.9618 5.7958  -0.217
39 O -0.6418 -3.3840 5.4615  -0.210
40 C 0.1036 -3.7336 6.6208  -0.102
41 H -3.6389 -7.3612 1.8160  0.092
42 H -3.6538 -6.3660 0.3291  0.089
43 H -2.1036 -6.9167 1.0133  0.090
44 H -1.5895 -4.2376 1.3545  0.127
45 H -3.1705 -4.1447 0.4638  0.127
46 H -3.1365 -2.1851 1.6989  0.067
47 H -4.1303 -3.2127 2.7376  0.135
48 H -1.5435 -3.7289 3.5032  0.115
49 H -2.3586 -1.2481 4.5606  0.107
50 H -3.6942 -2.4360 4.6746  0.122
51 H -1.9417 -2.2143 6.6122  0.127
52 H -2.5680 -3.8396 6.0847  0.136
53 H 1.1471 -3.8190 6.3140  0.084
54 H 0.0241 -2.9692 7.4167  0.090
55 H -0.2225 -4.6930 7.0600  0.096

Output
net charge: +1
gap between HOMO and LUMO: 6.339 eV
HOMO energy: -0.3994 Eh

| no. | total energy (eV) |
| --- | --- |
| 1 | -63512.7829 |
| 2 | -101135.9211 |
| 3 | -61009.8692 |
| 4 | -29319.6915 |